# 1
C3H10N2O | ωB97M-V/def2-TZVPD

Calculated values
Energy, eV: -8299.3812
Molar mass, g mol⁻¹: 90.1
Largest force on an atom, Eh/bohr: 0.0719
Relative energy (zero: lowest compared OMol25 entry of this formula, charge and spin), kJ/mol: 204.8
Net charge: 0
Orbital gap, hartree: 0.36214

Each line ends with the Löwdin charge.
Geometry (Å):
C1 -2.369 -0.062 0.124  -0.3152
O1 -1.454 -1.076 0.583  -0.0739
C2 -1.649 0.981 -0.706  -0.1008
H1 -3.015 0.343 0.929  0.1215
H2 -3.045 -0.611 -0.534  0.0990
H3 -1.012 0.778 -1.544  0.0490
H4 -1.168 1.602 0.069  0.0772
H5 -2.478 1.615 -1.182  0.1001
N1 1.809 0.491 -0.992  0.0218
C3 2.149 -0.407 -0.017  -0.3989
N2 2.233 -0.102 1.231  0.0478
H6 1.032 1.071 -0.675  0.0490
H7 1.524 0.112 -1.984  0.1330
H8 2.330 -1.399 -0.466  0.1087
H9 -1.949 -1.587 1.184  0.0493
H10 2.343 0.885 1.460  0.0326



# 2
C3H10N2O | ωB97M-V/def2-TZVPD

Calculated values
Energy, eV: -8297.9536
Molar mass, g mol⁻¹: 90.1
Largest force on an atom, Eh/bohr: 0.0942
Relative energy (zero: lowest compared OMol25 entry of this formula, charge and spin), kJ/mol: 342.6
Net charge: 0
Orbital gap, hartree: 0.37897

Each line ends with the Löwdin charge.
Geometry (Å):
C1 0.016 -1.606 0.329  -0.2399
C2 -0.070 -0.116 -0.098  -0.2013
C3 1.089 0.834 0.322  -0.1863
H1 -1.275 -2.801 -0.774  0.0373
H2 -1.436 -3.135 0.799  0.0401
H3 0.821 -2.136 -0.176  0.0909
H4 0.408 -1.566 1.374  0.1120
H5 -0.864 0.422 0.345  0.0766
H6 -0.270 0.027 -1.141  0.1009
H7 2.098 0.472 -0.119  0.1489
H8 1.092 1.108 1.363  0.1071
H9 -0.075 3.584 -0.213  0.0777
H10 -0.749 2.711 -1.220  0.0277
N1 -1.273 -2.403 0.137  -0.0046
N2 -0.373 2.646 -0.370  0.0562
O1 0.860 1.960 -0.556  -0.2430



# 3
C3H10N2O | ωB97M-V/def2-TZVPD

Calculated values
Energy, eV: -8298.0168
Molar mass, g mol⁻¹: 90.1
Largest force on an atom, Eh/bohr: 0.0975
Relative energy (zero: lowest compared OMol25 entry of this formula, charge and spin), kJ/mol: 336.5
Net charge: 0
Orbital gap, hartree: 0.35701

Each line ends with the Löwdin charge.
Geometry (Å):
C1 -2.159 -0.281 0.695  -0.1489
C2 -1.424 -0.447 -1.501  -0.0691
N1 -1.312 -0.861 -0.312  -0.1271
H1 -2.247 -1.099 1.431  0.0804
H2 -3.214 -0.114 0.316  0.0938
H3 -1.733 0.580 1.105  0.0512
H4 -2.453 -0.010 -1.747  0.0822
H5 -0.594 -0.142 -2.151  0.0756
H6 0.261 0.098 0.874  0.0316
N2 2.504 -0.310 0.705  -0.0127
C3 1.790 0.779 0.046  -0.3495
O1 0.397 0.794 0.271  -0.0905
H7 2.372 -1.273 0.376  0.0752
H8 3.507 -0.058 0.555  0.0830
H9 2.346 1.739 0.339  0.1337
H10 1.959 0.606 -1.002  0.0912



# 4
C3H10N2O | ωB97M-V/def2-TZVPD

Calculated values
Energy, eV: -8299.1567
Molar mass, g mol⁻¹: 90.1
Largest force on an atom, Eh/bohr: 0.1131
Relative energy (zero: lowest compared OMol25 entry of this formula, charge and spin), kJ/mol: 226.5
Net charge: 0
Orbital gap, hartree: 0.35408

Each line ends with the Löwdin charge.
Geometry (Å):
C1 1.904 0.685 -0.018  -0.3177
C2 2.001 0.010 -1.116  -0.0478
N1 1.189 1.869 0.406  0.0179
H1 2.177 0.112 0.911  0.1137
H2 2.538 -0.841 -1.225  0.0098
H3 1.652 0.623 -2.015  0.0888
H4 -2.452 -0.306 1.643  0.0967
H5 0.682 1.734 1.335  0.1042
H6 0.489 2.170 -0.242  0.0481
N2 -1.310 -1.737 -0.173  0.0223
C3 -1.649 -0.348 -0.065  -0.3988
O1 -1.658 0.102 1.247  -0.0746
H7 -1.603 -2.257 0.656  0.0747
H8 -0.333 -1.887 -0.131  0.0371
H9 -2.663 -0.204 -0.503  0.1139
H10 -0.963 0.275 -0.712  0.1117



# 5
C3H10N2O | ωB97M-V/def2-TZVPD

Calculated values
Energy, eV: -8299.5525
Molar mass, g mol⁻¹: 90.1
Largest force on an atom, Eh/bohr: 0.0377
Relative energy (zero: lowest compared OMol25 entry of this formula, charge and spin), kJ/mol: 188.3
Net charge: 0
Orbital gap, hartree: 0.33139

Each line ends with the Löwdin charge.
Geometry (Å):
C1 1.035 1.250 -0.745  -0.3130
C2 1.614 1.427 0.431  -0.0296
N1 1.180 1.990 -1.903  0.0316
H1 0.187 0.587 -0.939  0.0872
H2 1.534 0.829 1.324  0.0354
H3 2.476 2.082 0.507  0.0430
H4 0.131 -2.215 1.328  0.0669
H5 0.649 1.759 -2.714  0.0699
H6 1.603 2.898 -1.885  0.0828
N2 -1.413 -1.961 -0.096  0.0183
C3 -1.462 -1.217 1.122  -0.3314
O1 -0.338 -1.629 1.943  -0.1130
H7 -2.057 -2.735 -0.172  0.0743
H8 -1.491 -1.444 -0.960  0.0646
H9 -2.305 -1.482 1.771  0.1108
H10 -1.344 -0.140 0.990  0.1022



# 6
C3H10N2O | ωB97M-V/def2-TZVPD

Calculated values
Energy, eV: -8300.0418
Molar mass, g mol⁻¹: 90.1
Largest force on an atom, Eh/bohr: 0.0529
Relative energy (zero: lowest compared OMol25 entry of this formula, charge and spin), kJ/mol: 141.1
Net charge: 0
Orbital gap, hartree: 0.34778

Each line ends with the Löwdin charge.
Geometry (Å):
C1 1.166 0.238 -1.004  -0.1386
N1 0.561 -0.943 -0.318  -0.1973
C2 1.308 -2.177 -0.641  -0.1570
H1 0.760 0.113 -2.019  0.0732
H2 0.948 1.225 -0.592  0.0678
H3 2.240 -0.027 -1.164  0.0699
H4 0.528 -0.702 0.666  0.0741
H5 0.602 -3.016 -0.547  0.0651
H6 2.045 -2.576 0.081  0.0713
H7 1.733 -2.079 -1.645  0.0737
C3 -1.711 2.225 0.995  -0.4537
N2 -2.337 1.112 1.439  0.1154
O1 -1.806 2.711 -0.103  0.0151
H8 -1.135 2.672 1.833  0.1251
H9 -2.003 0.618 2.246  0.0895
H10 -2.899 0.603 0.773  0.1063



# 7
C3H10N2O | ωB97M-V/def2-TZVPD

Calculated values
Energy, eV: -8300.2002
Molar mass, g mol⁻¹: 90.1
Largest force on an atom, Eh/bohr: 0.0450
Relative energy (zero: lowest compared OMol25 entry of this formula, charge and spin), kJ/mol: 125.8
Net charge: 0
Orbital gap, hartree: 0.33255

Each line ends with the Löwdin charge.
Geometry (Å):
C1 -0.705 1.815 -0.275  -0.0544
C2 0.182 0.670 0.082  -0.4312
C3 0.257 -0.457 -0.640  -0.2101
N1 1.441 -1.285 -0.461  0.0094
N2 1.070 0.971 1.122  0.0763
H1 -1.091 1.841 -1.291  0.0775
H2 -0.253 2.768 -0.006  0.0714
H3 -1.570 1.703 0.425  0.0917
H4 -0.445 -0.713 -1.411  0.1012
H5 1.276 -2.107 0.113  0.0704
H6 1.750 -1.512 -1.403  0.0696
H7 1.920 0.413 1.105  0.0723
H8 1.457 1.927 1.110  0.0919
H9 -1.314 -1.403 0.654  -0.0017
H10 -2.387 -2.299 0.165  0.0381
O1 -1.588 -2.333 0.710  -0.0726



# 8
C3H10N2O | ωB97M-V/def2-TZVPD

Calculated values
Energy, eV: -8293.1177
Molar mass, g mol⁻¹: 90.1
Largest force on an atom, Eh/bohr: 0.0404
Relative energy (zero: lowest compared OMol25 entry of this formula, charge and spin), kJ/mol: 809.2
Net charge: 0
Orbital gap (alpha / beta), hartree: 0.28486 / 0.28758

Each line ends with the Löwdin charge.
Geometry (Å):
C1 -1.409 1.602 1.354  -0.1622
C2 -0.314 1.534 -0.805  -0.1652
C3 2.365 -2.787 0.252  0.1730
N1 1.887 -4.451 -1.286  -0.0622
N2 -1.426 1.089 0.004  -0.2052
O1 2.807 -5.212 -1.523  -0.0693
H1 -1.331 2.690 1.314  0.0751
H2 -2.345 1.339 1.848  0.0726
H3 -0.572 1.219 1.958  0.0730
H4 0.668 1.343 -0.345  0.0704
H5 -0.354 1.040 -1.773  0.0728
H6 -0.412 2.610 -0.967  0.0751
H7 3.417 -2.532 0.259  -0.0479
H8 1.704 -1.950 0.049  -0.0664
H9 1.067 -4.874 -0.800  0.0736
H10 -1.483 0.076 0.011  0.0927



# 9
C3H10N2O | ωB97M-V/def2-TZVPD

Calculated values
Energy, eV: -8297.7103
Molar mass, g mol⁻¹: 90.1
Largest force on an atom, Eh/bohr: 0.0866
Relative energy (zero: lowest compared OMol25 entry of this formula, charge and spin), kJ/mol: 366.0
Net charge: 0
Orbital gap, hartree: 0.33665

Each line ends with the Löwdin charge.
Geometry (Å):
C1 -1.545 -0.521 -0.801  -0.2559
C2 -1.742 -1.659 -0.123  0.0113
N1 -1.279 0.761 -0.244  -0.0013
H1 -1.571 -0.522 -1.930  0.1254
H2 -1.989 -2.545 -0.658  0.0418
H3 -1.611 -1.644 0.935  0.0485
H4 -0.941 0.727 0.739  0.1369
H5 -0.018 0.886 -0.628  -0.0236
H6 -1.522 1.566 -0.845  0.1409
N2 1.183 0.965 -0.882  -0.0766
C3 2.102 -0.042 1.815  -0.1275
O1 1.118 -0.345 2.493  -0.0741
H7 1.405 1.889 -1.230  -0.0183
H8 1.377 0.320 -1.614  -0.0291
H9 1.939 -0.056 0.722  0.0229
H10 3.093 0.222 2.250  0.0787



# 10
C3H10N2O | ωB97M-V/def2-TZVPD

Calculated values
Energy, eV: -8299.1177
Molar mass, g mol⁻¹: 90.1
Largest force on an atom, Eh/bohr: 0.1102
Relative energy (zero: lowest compared OMol25 entry of this formula, charge and spin), kJ/mol: 230.2
Net charge: 0
Orbital gap, hartree: 0.34227

Each line ends with the Löwdin charge.
Geometry (Å):
C1 2.046 -1.134 -1.931  -0.1236
C2 1.031 -0.335 -1.098  -0.2542
N1 0.537 -0.938 0.181  -0.0673
C3 -0.144 -0.174 1.157  -0.2913
N2 -0.739 -0.921 2.125  0.0097
H1 2.457 -0.609 -2.844  0.0827
H2 2.952 -1.565 -1.389  0.0842
H3 1.651 -2.081 -2.343  0.0648
H4 0.099 -0.357 -1.711  0.1095
H5 1.415 0.656 -0.727  0.1193
H6 0.634 -1.907 0.529  0.1334
H7 0.147 0.841 1.378  0.1010
H8 -0.775 -0.175 2.900  0.0398
H9 -2.043 2.076 -0.408  0.0209
H10 -2.232 3.688 -0.190  0.0452
O1 -2.562 2.788 -0.012  -0.0738



# 11
C3H10N2O2 | ωB97M-V/def2-TZVPD

Calculated values
Spin multiplicity: 2
Energy, eV: -10346.9494
Molar mass, g mol⁻¹: 106.1
Largest force on an atom, Eh/bohr: 0.0182
Relative energy (zero: lowest compared OMol25 entry of this formula, charge and spin), kJ/mol: 104.2
Net charge: -1
Orbital gap (alpha / beta), hartree: 0.12465 / 0.24272

Each line ends with the Löwdin charge.
Geometry (Å):
O1 -1.101 -3.491 -0.726  -0.2663
C1 -1.057 -2.346 -0.135  -0.4883
C2 -0.972 -1.041 -0.901  -0.2828
N1 -0.281 0.068 -0.195  -0.1170
C3 1.091 -0.236 0.148  -0.3569
N2 1.722 0.725 1.063  -0.0120
H1 -1.407 -2.223 0.905  0.0444
H2 -0.388 -1.279 -1.800  0.0991
H3 -2.000 -0.665 -1.087  0.0800
H4 -0.797 0.284 0.663  0.0934
H5 1.711 -0.220 -0.758  0.1124
H6 1.208 -1.227 0.565  0.0882
H7 1.935 1.569 0.542  0.0388
H8 1.058 1.048 1.765  0.0513
H9 -0.576 3.608 -0.394  0.0248
H10 -0.174 2.240 0.119  -0.0126
O2 0.027 3.187 0.226  -0.0964



# 12
C3H10N2O2 | ωB97M-V/def2-TZVPD

Calculated values
Energy, eV: -10347.2629
Molar mass, g mol⁻¹: 106.1
Largest force on an atom, Eh/bohr: 0.0601
Relative energy (zero: lowest compared OMol25 entry of this formula, charge and spin), kJ/mol: 214.7
Net charge: 0
Orbital gap, hartree: 0.36504

Each line ends with the Löwdin charge.
Geometry (Å):
C1 0.835 -0.536 -0.167  -0.5346
C2 -1.523 -0.708 0.358  -0.2411
C3 1.624 1.685 0.560  -0.1140
N1 0.583 0.917 -0.105  -0.0934
N2 -2.713 -0.974 -0.348  0.0107
O1 -0.333 -1.178 -0.504  -0.0878
O2 1.834 -0.885 -1.075  0.0294
H1 1.402 -1.019 -1.928  0.1026
H2 1.182 -0.830 0.841  0.1607
H3 0.441 1.252 -1.056  0.1250
H4 -3.536 -0.563 0.073  0.0780
H5 -2.822 -1.952 -0.597  0.0792
H6 -1.420 -1.281 1.302  0.1163
H7 -1.207 0.425 0.425  0.1362
H8 1.645 1.389 1.609  0.0790
H9 1.390 2.745 0.472  0.0778
H10 2.619 1.514 0.139  0.0761



- The highest energy belongs to which entry?
  number 8